<a>
DFT (ωB97M-V with the def2-TZVPD basis set) results for a cluster of 2 separate species, CH3N2O2 in total.

Values from the calculation:
* total charge: -1
* E_LUMO (alpha / beta): 4.45 / 4.44 eV
* gap between HOMO and LUMO (alpha / beta): 7.9 / 7.8 eV
* highest occupied orbital energy (alpha / beta): -0.125 / -0.125 hartree
* spin multiplicity: 1

Last column: Löwdin charge in e.
Atoms and positions in Å:
C (-1.38, -0.04, 0.05)  0.005
N (0.62, -0.76, 0.42)  0.071
N (1.48, 0.03, -0.04)  -0.712
O (1.25, 1.10, -0.62)  -0.134
O (2.66, -0.38, 0.15)  -0.164
H (-1.23, 1.00, 0.24)  -0.023
H (-1.50, -0.32, -0.98)  -0.019
H (-1.90, -0.62, 0.79)  -0.025

---

<b>
DFT (ωB97M-V with the def2-TZVPD basis set) results for a cluster of 3 separate species, CH3N2O2 in total.

Values from the calculation:
* total charge: -1
* E_LUMO (alpha / beta): 4.12 / 4.53 eV
* gap between HOMO and LUMO (alpha / beta): 6.8 / 7.2 eV
* highest occupied orbital energy (alpha / beta): -0.100 / -0.100 hartree
* spin multiplicity: 1

Last column: Löwdin charge in e.
Atoms and positions in Å:
C (-0.65, -1.37, -0.85)  -0.697
N (0.42, 1.16, 0.15)  -0.184
N (0.78, 1.30, 1.44)  -0.174
O (0.05, -1.90, -1.67)  -0.041
O (-1.77, -1.41, -0.39)  -0.052
H (1.33, 1.43, -0.39)  0.054
H (0.00, -0.26, -0.17)  0.090
H (-0.15, 1.05, 1.88)  0.004

---

Here is how they stack up, most stable first: <b>, <a>.

---

<a>
DFT (ωB97M-V with the def2-TZVPD basis set) results for the ion C3H3N2O2 with charge -1.

Values from the calculation:
* total charge: -1
* E_LUMO (alpha / beta): 3.52 / 3.52 eV
* gap between HOMO and LUMO (alpha / beta): 7.0 / 7.0 eV
* highest occupied orbital energy (alpha / beta): -0.128 / -0.128 hartree
* spin multiplicity: 1

Last column: Löwdin charge in e.
Atoms and positions in Å:
C (1.46, -0.03, 0.02)  -0.353
C (1.67, 1.31, -0.04)  -0.073
C (-2.11, -0.12, 0.00)  -0.742
N (0.15, -0.34, -0.01)  -0.066
N (-0.72, 0.53, 0.09)  0.153
O (-3.04, 0.66, -0.04)  -0.009
O (-2.05, -1.36, 0.00)  -0.075
H (2.14, -0.90, 0.01)  0.071
H (2.75, 1.57, 0.06)  -0.058
H (-0.24, -1.33, -0.08)  0.152

---

<b>
DFT (ωB97M-V with the def2-TZVPD basis set) results for a structure of composition C3H3N2O2.

Values from the calculation:
* total charge: -1
* E_LUMO: 4.33 eV
* gap between HOMO and LUMO: 6.7 eV
* highest occupied orbital energy: -0.088 hartree
* spin multiplicity: 1

Last column: Löwdin charge in e.
Atoms and positions in Å:
C (-1.65, 0.06, 0.42)  -0.120
C (-3.65, 0.37, 0.20)  -0.215
C (-2.85, -0.72, 0.06)  -0.555
N (0.68, 0.45, -0.20)  -0.017
N (-0.49, -0.49, 0.19)  -0.120
O (-4.20, 1.36, -0.15)  0.032
O (-2.94, -2.00, -0.12)  -0.193
H (0.58, 0.61, -1.20)  0.031
H (0.25, 1.26, 0.21)  0.018
H (-0.23, -1.51, 0.07)  0.139

---

Here is how they stack up, most stable first: <a>, <b>.

---

<a>
DFT (ωB97M-V with the def2-TZVPD basis set) results for a cluster of 15 separate species, C30H90O15 in total.

Values from the calculation:
* E_LUMO: 0.35 eV
* gap between HOMO and LUMO: 9.9 eV
* highest occupied orbital energy: -0.350 hartree
* spin multiplicity: 1

Last column: Löwdin charge in e.
Atoms and positions in Å:
C (4.23, -0.71, -2.48)  -0.081
C (5.54, -0.65, -3.31)  -0.298
O (5.44, 0.44, -4.22)  -0.084
H (3.40, -1.12, -3.06)  0.048
H (3.90, 0.22, -2.03)  0.062
H (4.33, -1.40, -1.64)  0.061
H (5.80, -1.58, -3.82)  0.109
H (6.41, -0.45, -2.68)  0.103
H (5.65, 1.22, -3.71)  0.081
C (0.56, -0.99, 4.36)  -0.077
C (-0.28, -1.10, 5.69)  -0.272
O (-0.09, -2.37, 6.29)  -0.086
H (1.61, -0.89, 4.61)  0.075
H (0.25, -0.12, 3.78)  0.041
H (0.55, -1.85, 3.70)  0.052
H (-1.35, -1.01, 5.55)  0.095
H (0.14, -0.38, 6.40)  0.112
H (-0.50, -3.02, 5.71)  0.077
C (4.77, 2.19, 2.11)  -0.061
C (3.69, 1.57, 1.18)  -0.288
O (2.62, 1.08, 1.96)  -0.110
H (5.24, 1.42, 2.73)  0.071
H (4.32, 2.92, 2.78)  0.064
H (5.47, 2.72, 1.46)  0.072
H (4.10, 0.77, 0.56)  0.108
H (3.33, 2.41, 0.59)  0.088
H (2.62, 0.13, 1.80)  0.029
C (-2.75, -4.24, -3.74)  -0.053
C (-2.09, -2.94, -3.16)  -0.311
O (-3.00, -1.89, -3.37)  -0.087
H (-3.34, -4.04, -4.63)  0.072
H (-3.45, -4.51, -2.94)  0.069
H (-2.04, -5.04, -3.95)  0.055
H (-1.14, -2.72, -3.65)  0.085
H (-1.76, -2.96, -2.12)  0.084
H (-2.71, -1.14, -2.85)  0.015
C (-5.67, 1.61, -0.46)  -0.077
C (-4.93, 0.56, 0.33)  -0.339
O (-4.92, -0.60, -0.46)  -0.070
H (-6.67, 1.24, -0.67)  0.080
H (-5.20, 1.93, -1.39)  0.064
H (-5.79, 2.54, 0.10)  0.065
H (-5.36, 0.43, 1.32)  0.112
H (-3.90, 0.88, 0.48)  0.074
H (-4.47, -0.49, -1.30)  0.061
C (-3.25, 1.50, -4.14)  -0.053
C (-2.25, 1.53, -2.98)  -0.302
O (-2.44, 0.43, -2.14)  -0.110
H (-4.25, 1.26, -3.79)  0.073
H (-2.90, 0.69, -4.79)  0.060
H (-3.35, 2.43, -4.70)  0.078
H (-2.38, 2.40, -2.33)  0.097
H (-1.22, 1.64, -3.32)  0.101
H (-1.93, 0.64, -1.35)  0.028
C (4.02, -3.46, 1.69)  -0.060
C (3.34, -2.30, 2.46)  -0.289
O (2.54, -1.64, 1.52)  -0.122
H (4.66, -4.11, 2.29)  0.071
H (4.63, -2.99, 0.91)  0.072
H (3.21, -4.09, 1.30)  0.062
H (4.09, -1.61, 2.84)  0.117
H (2.69, -2.70, 3.24)  0.100
H (1.96, -2.24, 1.04)  0.026
C (-0.19, 4.28, 4.56)  -0.062
C (0.37, 3.03, 3.90)  -0.301
O (1.73, 3.27, 3.60)  -0.091
H (-0.29, 4.98, 3.73)  0.068
H (0.44, 4.68, 5.35)  0.087
H (-1.20, 4.10, 4.91)  0.071
H (-0.17, 2.83, 2.97)  0.094
H (0.28, 2.16, 4.54)  0.103
H (2.01, 2.50, 3.10)  0.044
C (0.38, -0.14, -0.87)  -0.040
C (-0.01, 0.65, 0.38)  -0.262
O (-1.30, 1.17, 0.18)  -0.098
H (0.21, 0.39, -1.81)  0.073
H (-0.25, -1.03, -0.95)  0.060
H (1.41, -0.47, -0.89)  0.070
H (0.64, 1.52, 0.43)  0.098
H (0.09, 0.08, 1.31)  0.098
H (-1.59, 1.70, 0.92)  0.045
C (-0.83, -4.45, 1.34)  -0.055
C (-0.46, -3.09, 0.76)  -0.271
O (0.88, -3.24, 0.25)  -0.114
H (-1.90, -4.40, 1.57)  0.067
H (-0.21, -4.61, 2.22)  0.082
H (-0.61, -5.25, 0.64)  0.072
H (-0.60, -2.34, 1.54)  0.097
H (-1.16, -2.87, -0.05)  0.093
H (0.75, -3.92, -0.41)  0.036
C (-0.13, 0.86, -6.51)  -0.070
C (-0.21, -0.42, -5.67)  -0.361
O (0.80, -1.33, -5.90)  -0.059
H (-0.85, 1.59, -6.16)  0.060
H (-0.33, 0.65, -7.56)  0.077
H (0.85, 1.34, -6.45)  0.072
H (-1.17, -0.89, -5.92)  0.112
H (-0.32, -0.22, -4.60)  0.091
H (1.63, -0.85, -5.93)  0.085
C (1.69, 4.89, 0.27)  -0.087
C (2.81, 5.55, 1.06)  -0.309
O (2.38, 5.61, 2.40)  -0.084
H (1.79, 4.93, -0.81)  0.076
H (0.70, 5.25, 0.56)  0.063
H (1.67, 3.83, 0.53)  0.041
H (3.01, 6.56, 0.71)  0.110
H (3.71, 4.95, 0.94)  0.093
H (2.14, 4.74, 2.72)  0.015
C (-2.17, 4.32, 0.25)  -0.061
C (-2.79, 4.25, 1.64)  -0.285
O (-2.47, 2.98, 2.18)  -0.110
H (-2.26, 5.36, -0.07)  0.088
H (-2.72, 3.68, -0.45)  0.061
H (-1.15, 3.96, 0.37)  0.060
H (-3.87, 4.40, 1.56)  0.111
H (-2.39, 5.05, 2.27)  0.107
H (-2.98, 2.93, 2.99)  0.093
C (1.99, -3.53, -2.90)  -0.075
C (1.74, -4.92, -2.41)  -0.307
O (0.44, -4.97, -1.89)  -0.088
H (1.80, -2.79, -2.13)  0.061
H (1.30, -3.27, -3.71)  0.074
H (3.03, -3.45, -3.22)  0.079
H (2.41, -5.18, -1.59)  0.114
H (1.88, -5.67, -3.19)  0.123
H (-0.05, -5.70, -2.28)  0.104
C (-2.82, -0.58, 2.55)  -0.073
C (-3.76, -1.47, 3.38)  -0.308
O (-3.61, -2.84, 3.19)  -0.070
H (-1.80, -0.65, 2.92)  0.041
H (-3.01, 0.47, 2.79)  0.065
H (-2.79, -0.82, 1.49)  0.071
H (-4.78, -1.26, 3.06)  0.100
H (-3.74, -1.26, 4.45)  0.110
H (-3.75, -3.08, 2.27)  0.079

---

<b>
DFT (ωB97M-V with the def2-TZVPD basis set) results for a cluster of 15 separate species, C30H90O15 in total.

Values from the calculation:
* E_LUMO: 0.21 eV
* gap between HOMO and LUMO: 9.8 eV
* highest occupied orbital energy: -0.351 hartree
* spin multiplicity: 1

Last column: Löwdin charge in e.
Atoms and positions in Å:
C (2.94, -4.49, -0.90)  -0.072
C (2.74, -4.80, -2.31)  -0.518
C (3.05, -3.51, -3.15)  -0.044
O (3.72, -5.67, -2.71)  -0.037
H (2.96, -5.47, -0.41)  0.089
H (2.10, -3.95, -0.45)  0.079
H (3.89, -4.09, -0.54)  0.082
H (1.77, -5.24, -2.55)  0.140
H (2.26, -2.76, -3.03)  0.047
H (3.16, -3.65, -4.22)  0.075
H (3.98, -3.09, -2.77)  0.071
H (4.57, -5.22, -2.68)  0.094
C (0.22, 8.21, -2.60)  -0.047
C (1.15, 7.08, -2.22)  -0.518
C (0.78, 6.26, -0.96)  -0.033
O (1.23, 6.17, -3.24)  -0.057
H (0.35, 9.05, -1.91)  0.080
H (-0.84, 7.95, -2.62)  0.081
H (0.48, 8.56, -3.60)  0.081
H (2.19, 7.40, -2.18)  0.138
H (0.62, 6.89, -0.09)  0.085
H (1.51, 5.50, -0.70)  0.053
H (-0.18, 5.75, -1.07)  0.052
H (0.37, 5.79, -3.45)  0.095
C (-0.12, 0.67, 0.45)  -0.054
C (0.04, -0.80, 0.23)  -0.473
C (0.29, -1.01, -1.32)  -0.033
O (1.02, -1.41, 1.01)  -0.044
H (-0.07, 0.88, 1.51)  0.085
H (-1.13, 0.97, 0.16)  0.075
H (0.60, 1.28, -0.09)  0.081
H (-0.92, -1.29, 0.38)  0.132
H (1.28, -0.66, -1.64)  0.067
H (-0.45, -0.41, -1.84)  0.066
H (0.14, -2.06, -1.57)  0.066
H (1.78, -0.87, 0.82)  0.067
C (-0.85, -6.80, -1.32)  -0.049
C (-1.35, -5.73, -0.34)  -0.477
C (-2.83, -5.38, -0.55)  -0.057
O (-1.23, -6.16, 1.02)  -0.055
H (-1.39, -7.73, -1.15)  0.080
H (0.21, -7.06, -1.27)  0.068
H (-0.95, -6.51, -2.36)  0.076
H (-0.84, -4.78, -0.48)  0.116
H (-2.88, -4.76, -1.45)  0.071
H (-3.29, -4.78, 0.23)  0.063
H (-3.32, -6.34, -0.69)  0.081
H (-1.31, -5.38, 1.59)  0.037
C (0.69, -0.19, -4.95)  -0.060
C (0.49, -1.56, -5.64)  -0.459
C (-1.00, -1.95, -5.79)  -0.051
O (1.11, -1.51, -6.95)  -0.050
H (-0.16, 0.14, -4.35)  0.063
H (0.65, 0.60, -5.70)  0.078
H (1.66, -0.16, -4.47)  0.065
H (0.95, -2.33, -5.03)  0.107
H (-1.57, -2.00, -4.86)  0.067
H (-1.07, -2.98, -6.11)  0.075
H (-1.50, -1.26, -6.47)  0.083
H (2.04, -1.47, -6.73)  0.080
C (0.04, 2.51, 5.79)  -0.074
C (0.27, 1.02, 6.05)  -0.320
O (0.54, 0.75, 7.42)  -0.076
H (-0.28, 3.08, 6.66)  0.076
H (-0.73, 2.57, 5.02)  0.053
H (0.95, 3.02, 5.48)  0.064
H (1.11, 0.70, 5.43)  0.099
H (-0.58, 0.47, 5.65)  0.099
H (0.68, -0.16, 7.66)  0.080
C (4.28, 3.54, 2.30)  -0.093
C (3.98, 5.03, 2.32)  -0.301
O (3.32, 5.47, 1.13)  -0.084
H (3.40, 2.96, 2.60)  0.070
H (5.12, 3.33, 2.96)  0.072
H (4.58, 3.14, 1.33)  0.061
H (4.90, 5.58, 2.52)  0.108
H (3.38, 5.10, 3.22)  0.105
H (3.90, 5.97, 0.55)  0.081
C (-3.24, 2.96, 2.88)  -0.074
C (-4.17, 2.57, 4.05)  -0.300
O (-5.11, 3.61, 4.22)  -0.103
H (-3.73, 3.70, 2.24)  0.065
H (-2.82, 2.13, 2.32)  0.060
H (-2.43, 3.57, 3.29)  0.059
H (-3.75, 2.40, 5.04)  0.111
H (-4.87, 1.80, 3.73)  0.093
H (-5.83, 3.50, 3.60)  0.081
C (-3.81, -4.97, 3.36)  -0.067
C (-2.79, -3.74, 3.46)  -0.285
O (-1.52, -4.29, 3.25)  -0.075
H (-3.44, -5.74, 2.68)  0.060
H (-4.77, -4.57, 3.04)  0.052
H (-4.06, -5.38, 4.34)  0.062
H (-3.02, -3.25, 4.40)  0.108
H (-3.20, -3.05, 2.71)  0.072
H (-0.79, -3.74, 3.51)  0.046
C (4.65, -1.01, 0.52)  -0.066
C (4.51, -0.05, -0.64)  -0.306
O (3.46, 0.84, -0.23)  -0.107
H (3.66, -1.41, 0.76)  0.052
H (5.05, -0.40, 1.33)  0.083
H (5.35, -1.82, 0.32)  0.076
H (4.26, -0.33, -1.66)  0.102
H (5.46, 0.45, -0.82)  0.105
H (3.30, 1.51, -0.89)  0.026
C (-4.38, 0.30, -2.53)  -0.127
O (-4.30, 1.04, -1.31)  -0.141
H (-4.16, -0.75, -2.31)  0.068
H (-5.40, 0.29, -2.93)  0.086
H (-3.59, 0.59, -3.22)  0.080
H (-4.93, 0.58, -0.75)  0.037
C (2.01, -3.14, 3.99)  -0.153
O (0.79, -2.81, 3.40)  -0.125
H (1.93, -4.11, 4.49)  0.088
H (2.76, -3.28, 3.22)  0.076
H (2.48, -2.41, 4.65)  0.075
H (0.97, -2.26, 2.63)  0.039
C (-2.48, 4.14, -1.00)  -0.180
O (-3.70, 3.65, -0.52)  -0.124
H (-1.95, 4.65, -0.19)  0.068
H (-1.90, 3.32, -1.41)  0.077
H (-2.60, 4.86, -1.81)  0.068
H (-3.77, 2.78, -0.91)  0.016
C (-4.97, -1.12, 1.24)  -0.149
O (-5.79, -0.86, 0.15)  -0.113
H (-5.14, -2.14, 1.59)  0.070
H (-3.92, -1.17, 0.92)  0.078
H (-5.18, -0.48, 2.10)  0.085
H (-6.17, -1.72, -0.08)  0.098
C (3.08, 2.97, -3.38)  -0.133
O (3.13, 3.01, -1.97)  -0.134
H (2.03, 3.04, -3.64)  0.080
H (3.69, 3.79, -3.77)  0.086
H (3.50, 2.06, -3.81)  0.078
H (2.98, 3.90, -1.65)  0.075

---

Here is how they stack up, most stable first: <a>, <b>.

---

<a>
DFT (ωB97M-V with the def2-TZVPD basis set) results for a cluster of 2 separate species, C2H10NO in total.

Values from the calculation:
* total charge: +2
* E_LUMO (alpha / beta): -8.14 / -15.06 eV
* gap between HOMO and LUMO (alpha / beta): 14.5 / 7.6 eV
* highest occupied orbital energy (alpha / beta): -0.832 / -0.832 hartree
* spin multiplicity: 2

Last column: Löwdin charge in e.
Atoms and positions in Å:
N (1.48, 1.39, -0.68)  0.318
H (1.94, 2.26, -0.40)  0.170
H (0.60, 1.22, -0.12)  0.108
H (1.38, 1.47, -1.70)  0.170
H (2.14, 0.65, -0.40)  0.172
C (-1.20, -0.63, 0.80)  -0.079
O (-0.25, 0.33, 1.15)  0.155
C (-0.58, -1.42, -0.43)  0.020
H (-1.60, -1.29, 1.60)  0.190
H (-2.06, 0.04, 0.48)  0.255
H (-0.41, 0.70, 2.06)  0.212
H (-1.34, -2.01, -0.95)  0.117
H (-0.37, -0.68, -1.20)  0.080
H (0.27, -2.04, -0.21)  0.112

---

<b>
DFT (ωB97M-V with the def2-TZVPD basis set) results for a cluster of 2 separate species, C2H10NO in total.

Values from the calculation:
* total charge: +2
* E_LUMO (alpha / beta): -9.00 / -17.15 eV
* gap between HOMO and LUMO (alpha / beta): 13.9 / 5.4 eV
* highest occupied orbital energy (alpha / beta): -0.842 / -0.829 hartree
* spin multiplicity: 2

Last column: Löwdin charge in e.
Atoms and positions in Å:
O (-0.25, -1.33, 1.84)  0.426
H (0.06, -1.47, 2.77)  0.213
H (0.86, -0.44, -1.45)  0.195
H (-1.21, -1.54, 1.92)  0.196
C (-0.91, 0.66, -1.59)  0.083
N (0.24, 0.03, -0.78)  -0.037
C (1.03, 0.84, 0.18)  0.060
H (-0.53, 1.53, -2.04)  0.095
H (-1.65, 0.92, -0.84)  0.108
H (-1.22, -0.19, -2.24)  0.141
H (-0.20, -0.65, -0.20)  0.105
H (0.51, 0.76, 1.14)  0.110
H (2.01, 0.45, 0.13)  0.110
H (0.97, 2.00, -0.01)  0.195

---

Here is how they stack up, most stable first: <a>, <b>.